Entry 1:
Here is a 10-piece molecular cluster, C81H180BF4N9 overall from OMol25. Energies are from the ωB97M-V functional and the def2-TZVPD basis.

The geometry in ORCA input format:
```
! RIJCOSX wB97M-V def2-TZVPD def2/J DEFGRID3
* xyz 9 2
C -3.41701 -4.46706 3.42702
C -3.34211 -2.99272 2.84939
C -4.65922 -2.58559 2.21304
N -4.90423 -1.13970 1.68368
C -4.51216 -0.08659 2.76844
C -5.28600 -0.21812 4.10712
C -6.72708 -0.06014 3.87697
C -7.23714 -0.87312 2.70608
C -6.37978 -0.87487 1.42993
C -4.13940 -0.83244 0.40101
H -3.86163 -4.48237 4.42210
H -2.41679 -4.87307 3.27600
H -4.10571 -5.18449 2.98087
H -2.59165 -2.83516 2.07475
H -3.01677 -2.37007 3.68279
H -5.44916 -2.85795 2.91296
H -4.87313 -3.25584 1.38050
H -3.42385 -0.11383 2.82255
H -4.66698 0.92671 2.39784
H -5.15012 -1.15724 4.64349
H -4.91342 0.54609 4.78922
H -7.23590 -0.16477 4.83523
H -6.88739 1.00334 3.69973
H -7.42678 -1.88032 3.07713
H -8.25609 -0.54295 2.50397
H -6.74864 -1.56935 0.67512
H -6.50042 0.06927 0.89877
H -3.07302 -0.71286 0.59240
H -4.62186 -0.13506 -0.28382
H -4.33410 -1.75749 -0.14164
C -3.51473 3.78429 4.35878
C -2.61939 4.42334 3.30613
C -3.17224 4.40128 1.90266
N -2.31363 5.12071 0.82053
C -3.09775 5.10366 -0.56473
C -2.57407 6.10088 -1.64646
C -2.42038 7.49710 -1.13151
C -1.50094 7.44884 0.17374
C -2.05017 6.60671 1.34491
C -0.96061 4.40343 0.64664
H -3.88794 2.77409 4.19051
H -4.40117 4.41289 4.44351
H -2.98652 3.74843 5.31157
H -1.64449 3.93774 3.34919
H -2.38753 5.43322 3.64449
H -4.19099 4.78587 1.85420
H -3.22779 3.36263 1.57675
H -4.06898 5.50160 -0.27070
H -3.23973 4.07045 -0.88164
H -3.33967 6.12603 -2.42191
H -1.58092 5.74933 -1.92603
H -3.39833 7.96986 -1.04090
H -1.81867 8.04899 -1.85364
H -1.43183 8.44222 0.61706
H -0.43975 7.21169 0.09814
H -2.99820 6.97065 1.74102
H -1.30906 6.64378 2.14333
H -0.36528 4.59919 1.53848
H -0.57004 4.84114 -0.27203
H -1.20509 3.36328 0.43120
C 1.38700 -1.19130 -3.89457
C 0.84285 -0.68374 -5.32421
C 1.68562 0.50325 -5.86280
N 0.98797 1.25501 -7.09357
C -0.25573 1.90440 -6.60338
C 0.10835 2.99945 -5.58178
C 1.37809 3.89598 -5.97825
C 2.53227 3.17550 -6.62137
C 1.98070 2.25197 -7.68069
C 0.63488 0.24034 -8.28911
H 0.63304 -1.78920 -3.38256
H 1.67918 -0.36882 -3.24168
H 2.32927 -1.73781 -3.93377
H -0.13026 -0.38862 -4.93172
H 0.78749 -1.56664 -5.96101
H 2.67435 0.23783 -6.23707
H 1.73837 1.21776 -5.04135
H -0.97922 1.15846 -6.27441
H -0.69638 2.41176 -7.46159
H 0.23391 2.49727 -4.62253
H -0.73016 3.69257 -5.51394
H 1.58797 4.61801 -5.18911
H 0.93342 4.57256 -6.70806
H 3.19212 2.62300 -5.95247
H 3.35381 3.78596 -6.99623
H 2.81721 1.64255 -8.02270
H 1.41804 2.78395 -8.44784
H 1.53893 -0.32630 -8.51205
H 0.25281 0.96515 -9.00800
H -0.18977 -0.39813 -7.97225
C 4.75209 -0.93556 2.17518
C 4.99724 -2.23787 1.41961
C 4.09282 -2.31032 0.19485
N 4.31375 -3.63409 -0.61306
C 3.31216 -3.54909 -1.81943
C 1.88050 -3.76775 -1.38629
C 1.69382 -5.13954 -0.70914
C 2.59583 -5.17301 0.48517
C 4.07207 -4.94077 0.11736
C 5.63255 -3.59914 -1.36555
H 3.68297 -0.85696 2.37248
H 5.02148 -0.06202 1.58151
H 5.49489 -0.82947 2.96580
H 4.67412 -2.90959 2.21490
H 6.07413 -2.32079 1.27289
H 4.20880 -1.40410 -0.39963
H 3.02175 -2.36805 0.38872
H 3.42633 -2.52821 -2.18392
H 3.61674 -4.26781 -2.58021
H 1.38433 -2.93825 -0.88247
H 1.31930 -3.85825 -2.31632
H 0.63902 -5.35637 -0.54043
H 2.00020 -5.91658 -1.40945
H 2.16965 -4.40515 1.13082
H 2.58281 -6.10862 1.04424
H 4.58783 -4.94282 1.07761
H 4.46376 -5.74580 -0.50440
H 6.30571 -3.72239 -0.51715
H 5.68360 -2.58266 -1.75577
H 5.76091 -4.39065 -2.10389
C 1.47074 2.43528 2.94469
C 2.07306 3.29673 4.08134
C 3.61518 3.24440 4.19500
N 4.19614 4.22363 5.26441
C 5.66454 3.87407 5.55812
C 6.34174 4.76196 6.63564
C 5.43887 4.79685 7.86405
C 3.95674 5.02379 7.74536
C 3.41558 4.17542 6.63120
C 4.04231 5.63756 4.68034
H 2.10513 2.42623 2.05837
H 0.50429 2.89104 2.72939
H 1.26311 1.39930 3.21254
H 1.77912 2.82090 5.01690
H 1.67687 4.31196 4.06089
H 4.10615 3.38599 3.23220
H 3.99345 2.24420 4.40615
H 5.69708 2.79563 5.71305
H 6.12412 4.09263 4.59421
H 7.33277 4.42476 6.93938
H 6.46646 5.81374 6.37815
H 5.68679 3.89640 8.42602
H 5.76213 5.66862 8.43293
H 3.42300 4.98466 8.69494
H 3.83021 6.09088 7.56259
H 3.35489 3.12830 6.92777
H 2.38945 4.45309 6.39029
H 3.01468 5.97020 4.53389
H 4.41578 5.67053 3.65685
H 4.53345 6.34373 5.34981
C 7.36814 3.40445 -4.72691
C 6.83968 4.26305 -3.62836
C 6.36643 3.28146 -2.52395
N 5.45308 3.95009 -1.41931
C 4.17204 4.69665 -1.91945
C 3.16741 3.75611 -2.60853
C 2.76030 2.59231 -1.63989
C 3.99979 1.78832 -1.14072
C 4.97655 2.76452 -0.50837
C 6.28762 4.97269 -0.59915
H 7.93402 2.50636 -4.47931
H 8.11586 3.90114 -5.34520
H 6.56097 3.26704 -5.44643
H 5.97474 4.76845 -4.05798
H 7.56582 5.03073 -3.36100
H 7.23562 2.87191 -2.00929
H 5.77056 2.46665 -2.93523
H 4.43517 5.45973 -2.65195
H 3.84031 5.13888 -0.98004
H 3.50023 3.23570 -3.50659
H 2.30746 4.30165 -2.99709
H 2.31137 1.83371 -2.28107
H 2.02816 2.93724 -0.90976
H 4.45648 1.01896 -1.76331
H 3.69203 1.22121 -0.26222
H 5.90759 2.20116 -0.44601
H 4.78395 3.18429 0.47895
H 7.11943 4.36968 -0.23504
H 5.64725 5.29581 0.22159
H 6.63441 5.72649 -1.30598
C 0.57141 -1.68129 3.30460
C 1.63438 -2.26174 4.23223
C 1.00171 -3.43836 5.00843
N 1.98692 -4.56520 5.59092
C 2.87573 -3.99922 6.77784
C 3.73514 -4.97923 7.59273
C 2.95102 -6.16370 8.20381
C 1.86323 -6.72060 7.25707
C 1.12361 -5.69832 6.28435
C 2.87481 -4.97227 4.45366
H 0.38410 -2.42482 2.52989
H 0.93829 -0.73697 2.90240
H -0.34993 -1.60630 3.88219
H 1.97687 -1.47447 4.90379
H 2.58328 -2.38874 3.71110
H 0.17010 -3.94893 4.52279
H 0.69792 -2.94393 5.93111
H 2.22858 -3.47150 7.47842
H 3.49746 -3.20458 6.36543
H 4.22795 -4.33123 8.31753
H 4.57429 -5.37988 7.02405
H 2.36403 -5.76122 9.02937
H 3.65231 -6.95797 8.45962
H 1.10412 -7.24545 7.83707
H 2.34862 -7.49670 6.66532
H 0.38032 -5.11730 6.83028
H 0.64480 -6.25520 5.47892
H 2.24952 -5.08905 3.56853
H 3.34252 -5.89661 4.79269
H 3.61532 -4.18127 4.33504
C -2.95588 1.57553 -2.38557
C -3.86070 0.94367 -3.54101
C -5.12102 1.75085 -3.69396
N -6.12446 1.35102 -4.82399
C -7.40398 2.19589 -4.74133
C -8.35167 1.86690 -3.51754
C -8.62413 0.31231 -3.36650
C -7.32513 -0.44242 -3.39049
C -6.52807 -0.12584 -4.73517
C -5.41636 1.69157 -6.20608
H -3.28181 1.62371 -1.34656
H -2.78293 2.51856 -2.90413
H -1.99133 1.13755 -2.12884
H -4.01010 -0.09835 -3.25821
H -3.21312 1.04059 -4.41243
H -5.02507 2.82067 -3.87937
H -5.68417 1.69850 -2.76217
H -7.07439 3.22825 -4.62433
H -7.82000 2.08139 -5.74229
H -8.00808 2.29696 -2.57674
H -9.27835 2.37827 -3.77801
H -9.06464 -0.03723 -2.43276
H -9.25902 -0.15073 -4.12189
H -6.75235 -0.17688 -2.50194
H -7.42923 -1.52342 -3.29732
H -5.59176 -0.68275 -4.77073
H -7.14168 -0.44522 -5.57754
H -4.51558 1.08183 -6.27624
H -4.97017 2.67837 -6.32951
H -6.04861 1.49669 -7.07232
C -2.33910 -2.80038 -3.44116
C -1.94246 -4.35458 -3.62713
C -2.13678 -5.21877 -2.29133
N -2.04769 -6.73248 -2.39745
C -3.12890 -7.51299 -3.31668
C -4.48458 -7.41977 -2.67475
C -4.58579 -7.77092 -1.23954
C -3.52069 -7.13742 -0.37885
C -2.10647 -7.35440 -0.97021
C -0.68695 -7.13551 -3.12523
H -3.35052 -2.64856 -3.06422
H -2.43006 -2.39541 -4.44905
H -1.64981 -2.02847 -3.09888
H -0.88209 -4.37590 -3.87866
H -2.54186 -4.84166 -4.39627
H -3.14578 -4.97627 -1.95781
H -1.46432 -4.87601 -1.50493
H -3.02847 -7.29107 -4.37912
H -2.73075 -8.52763 -3.32525
H -4.96109 -6.43989 -2.70403
H -5.10807 -8.09578 -3.25987
H -5.54110 -7.47219 -0.80799
H -4.56220 -8.84016 -1.02912
H -3.76579 -6.09068 -0.19894
H -3.51103 -7.61581 0.60051
H -1.28768 -6.95788 -0.36982
H -1.95208 -8.42971 -1.05954
H -0.58147 -8.22004 -3.09757
H 0.00633 -6.66467 -2.42825
H -0.57993 -6.68939 -4.11398
B 0.04622 -0.38522 0.09471
F -0.52025 -1.47025 0.63088
F 1.42671 -0.37874 0.17416
F -0.50207 -0.25701 -1.10796
F -0.19828 0.63652 0.98839
*
```

Orbital gap (alpha / beta)   0.33692 / 0.06441 Ha
Maximum force   0.069 Eh/bohr
Calculated total energy   -4107.2519 Eh
HOMO (alpha / beta)   -0.90038 / -0.90038 Eh
E_LUMO (alpha / beta)   -0.5635 / -0.8360 Eh
⟨S²⟩   0.7524

These are the Mulliken partial charges, in e, on atoms 1 to 2: number 1, C, carries -1.636; number 2, C, carries 0.529

***

Entry 2:
Here is C4H8N2O2 as an isolated structure from OMol25. Energies are from the ωB97M-V functional and the def2-TZVPD basis.

The geometry in ORCA input format:
```
! RIJCOSX wB97M-V def2-TZVPD def2/J DEFGRID3
* xyz 0 1
C 2.52606 0.11224 0.00965
C 0.48008 0.06118 -0.00949
C -1.85195 -0.58356 0.11455
C -0.99029 0.55836 -0.26989
H 2.69450 -0.91734 -0.62254
H 2.23842 -0.51631 1.08560
H 3.55737 0.65716 0.04654
H -0.96958 -2.40575 0.61180
H -2.52436 -0.85432 -0.69680
H -2.05954 -0.94212 1.22554
H -0.91954 0.75288 -1.31092
H -1.09095 2.52760 -0.20398
N 0.54978 -1.15974 -0.00057
N -0.72063 -1.69268 -0.15037
O 1.42584 0.87844 0.02604
O -1.51506 1.71854 0.20552
*
```

Relative energy (zero: lowest compared OMol25 entry of this formula, charge and spin)   6.486 eV
Orbital gap   0.33361 Ha
Maximum force   0.168 Eh/bohr
Calculated total energy   -417.0176 Eh
HOMO   -0.30782 Eh
E_LUMO   0.0258 Eh

These are the Mulliken partial charges, in e, on atoms 1 to 2: number 1, C, carries -0.653; number 2, C, carries 0.419

***

Entry 3:
Here is a 3-piece molecular cluster, C40H58Br2F3N3O8P overall from OMol25. Energies are from the ωB97M-V functional and the def2-TZVPD basis.

The geometry in ORCA input format:
```
! RIJCOSX wB97M-V def2-TZVPD def2/J DEFGRID3
* xyz -1 1
C 3.73231 -0.17497 0.75432
C 4.70259 -0.20146 -0.43769
C 4.38900 0.91508 -1.43016
C 5.39144 0.89635 -2.59613
C 4.76772 1.07817 -3.98312
C 3.54080 0.20153 -4.23732
C 3.11744 0.15754 -5.70147
C 2.44839 1.43911 -6.15411
C 1.06162 1.59804 -5.54519
C 0.33869 2.87387 -5.94948
C 0.45746 4.01388 -4.95190
C 0.30497 3.63212 -3.48423
C -1.08910 3.09541 -3.06941
C -1.75743 4.01752 -2.03728
C -2.53389 3.33250 -0.89205
C -3.25617 2.02693 -1.23318
C -4.30828 1.66724 -0.15067
C -4.01631 0.39793 0.66731
C -4.70784 -0.91616 0.26999
P -5.01776 -1.75708 1.92333
N -5.85159 -0.87456 2.93728
C -6.11769 -0.84949 -0.36867
O -7.11099 -0.31889 0.09276
O -6.11513 -1.51452 -1.52078
C -4.77637 -1.73621 -1.97903
C -4.44811 -0.50665 -2.83582
C -3.99544 -1.87564 -0.67214
C -2.49763 -1.73753 -0.80381
C -1.88758 -2.78546 -1.72112
C -0.61768 -2.33452 -2.36614
F -0.00222 -3.42930 -2.87909
Br -0.91690 -1.13586 -3.85877
C 0.42788 -1.73880 -1.35510
F 1.64576 -2.03508 -1.82142
F 0.31194 -2.33806 -0.17883
Br 0.43736 0.19607 -1.12038
C -4.19922 -3.39373 -0.23433
O -5.10694 -4.06596 -0.77650
O -3.40154 -3.75575 0.67836
H 2.95429 0.56111 0.59444
H 3.28300 -1.14917 0.88880
H 4.24048 0.05643 1.68215
H 4.68823 -1.17025 -0.91995
H 5.70362 -0.00878 -0.06023
H 4.47041 1.84171 -0.87730
H 3.37207 0.78479 -1.76456
H 6.06131 1.73650 -2.44074
H 5.99432 -0.00049 -2.57967
H 5.51633 0.78726 -4.71835
H 4.52070 2.11435 -4.19732
H 2.71048 0.57571 -3.65080
H 3.73164 -0.80458 -3.87592
H 4.00711 -0.01915 -6.30277
H 2.45806 -0.69247 -5.84625
H 2.30927 1.34645 -7.22925
H 3.08471 2.30413 -5.99120
H 1.12456 1.46396 -4.47237
H 0.47296 0.76105 -5.90888
H -0.68637 2.64960 -6.21177
H 0.79402 3.22198 -6.87437
H -0.33920 4.72043 -5.17743
H 1.38222 4.56874 -5.07326
H 0.49660 4.53371 -2.91176
H 1.08291 2.94307 -3.17933
H -1.74568 3.00879 -3.92538
H -0.93431 2.12797 -2.61242
H -2.46873 4.65889 -2.54949
H -1.03453 4.67663 -1.57140
H -1.86191 3.14591 -0.05635
H -3.25805 4.05173 -0.52252
H -3.76197 2.16789 -2.18243
H -2.51916 1.24428 -1.36911
H -5.29586 1.66630 -0.59548
H -4.29363 2.48987 0.55522
H -4.30968 0.61995 1.68789
H -2.94008 0.27660 0.69569
H -3.75151 -2.04599 2.45422
H -5.69909 -2.94219 1.61327
H -6.71202 -1.35968 3.14859
H -4.72483 -2.56761 -2.65927
H -3.38355 -0.32394 -2.89983
H -4.93082 0.36770 -2.42719
H -4.83157 -0.62378 -3.84338
H -2.07051 -1.80429 0.18323
H -2.27382 -0.75514 -1.21883
H -2.56110 -3.09263 -2.51137
H -1.64955 -3.66360 -1.13094
C 3.26564 -2.67756 6.70180
C 2.60156 -2.65505 5.48336
C 3.31488 -2.71952 4.29882
C 4.69218 -2.81424 4.35370
C 5.37589 -2.83432 5.55532
C 4.65310 -2.76212 6.73600
N 5.43831 -2.90595 3.08960
O 4.78669 -2.85119 2.07000
O 6.64654 -3.02511 3.14348
H 2.68814 -2.62730 7.61929
H 1.52225 -2.58766 5.45663
H 2.80005 -2.70050 3.34960
H 6.45310 -2.90422 5.57644
H 5.17097 -2.77639 7.68504
C -1.93977 1.22265 6.71641
C -1.94747 -0.15735 6.56501
C -1.00852 -0.93181 7.22541
C -0.07520 -0.30717 8.03255
C -0.04824 1.06553 8.19097
C -0.98951 1.83252 7.52531
N 0.91103 -1.12846 8.74662
O 0.87914 -2.33116 8.56287
O 1.70953 -0.56817 9.46693
H -2.67706 1.82444 6.20228
H -2.68623 -0.63041 5.93345
H -1.01041 -2.00537 7.11007
H 0.69162 1.53498 8.82154
H -0.98343 2.90750 7.63883
*
```

Orbital gap   0.22085 Ha
Maximum force   0.037 Eh/bohr
Calculated total energy   -8114.0293 Eh
HOMO   -0.19603 Eh
E_LUMO   0.0248 Eh

These are the Mulliken partial charges, in e, on atoms 1 to 2: number 1, C, carries -1.011; number 2, C, carries -0.674